The following is a DFT calculation (the ωB97M-V functional and the def2-TZVPD basis) of a molecular structure, C51H39N8SiTa.

Summary:
E_tot	-2751.082702	a.u.
molecular weight	972.963	Da
largest force on an atom	0.916	eV/A
orbital gap	6.4	eV
net charge	+2
LUMO energy	-6.1	eV

Atoms and positions in Å:
Ta 0.28 0.06 0.08
C -0.80 2.19 4.34
C -0.20 1.93 3.10
N -0.29 0.77 2.46
C -1.01 -0.20 3.07
C -1.66 -0.04 4.31
C -1.55 1.22 4.93
C -2.34 -1.13 4.88
C -2.30 -2.34 4.26
C -1.61 -2.51 3.04
C -1.00 -1.45 2.43
N -0.27 -1.47 1.21
C 0.25 -2.76 0.90
C -0.50 -3.85 0.56
C 0.09 -5.11 0.36
C 1.44 -5.27 0.50
C 2.26 -4.15 0.77
C 3.66 -4.26 0.87
C 4.40 -3.14 1.07
C 3.74 -1.90 1.14
N 2.43 -1.75 1.09
C 1.67 -2.88 0.94
H -0.67 3.17 4.78
H 0.39 2.70 2.64
H -2.04 1.39 5.88
H -2.86 -1.00 5.82
H -2.79 -3.20 4.70
H -1.56 -3.50 2.61
H -1.57 -3.74 0.45
H -0.54 -5.96 0.11
H 1.90 -6.24 0.38
H 4.13 -5.23 0.79
H 5.48 -3.17 1.17
H 4.34 -1.00 1.22
C -3.41 -2.27 -2.40
C -2.69 -1.24 -1.77
N -1.38 -1.25 -1.61
C -0.70 -2.33 -2.09
C -1.34 -3.42 -2.70
C -2.74 -3.36 -2.85
C -0.57 -4.54 -3.11
C 0.77 -4.52 -2.90
C 1.41 -3.41 -2.31
C 0.71 -2.29 -1.94
N 1.17 -1.07 -1.42
C 2.43 -0.58 -1.80
C 3.61 -1.25 -2.09
C 4.75 -0.57 -2.57
C 4.75 0.78 -2.77
C 3.59 1.51 -2.45
C 3.48 2.91 -2.63
C 2.32 3.55 -2.31
C 1.28 2.80 -1.75
N 1.34 1.50 -1.56
C 2.46 0.83 -1.95
H -4.48 -2.16 -2.52
H -3.24 -0.39 -1.41
H -3.26 -4.19 -3.32
H -1.07 -5.38 -3.57
H 1.38 -5.37 -3.19
H 2.47 -3.49 -2.17
H 3.71 -2.30 -1.94
H 5.64 -1.15 -2.78
H 5.62 1.29 -3.15
H 4.33 3.46 -3.03
H 2.19 4.61 -2.47
H 0.36 3.28 -1.45
N 3.58 2.41 1.88
C 2.86 3.54 1.55
C 1.71 3.10 1.00
N 1.71 1.71 0.99
C 2.85 1.34 1.52
H 4.49 2.39 2.31
H 3.23 4.53 1.75
H 0.87 3.67 0.65
H 3.15 0.32 1.71
C -3.63 2.46 -4.25
C -2.29 2.17 -4.07
C -1.81 1.84 -2.81
C -2.66 1.81 -1.70
C -4.01 2.13 -1.90
C -4.49 2.43 -3.16
Si -2.16 1.29 0.03
C -2.41 2.78 1.12
C -1.83 4.02 0.79
C -2.04 5.14 1.57
C -2.85 5.05 2.70
C -3.46 3.85 3.02
C -3.24 2.72 2.24
H -4.00 2.70 -5.24
H -1.61 2.19 -4.91
H -0.77 1.57 -2.70
H -4.70 2.13 -1.06
H -5.54 2.66 -3.30
H -3.04 0.22 0.56
H -1.23 4.11 -0.12
H -1.61 6.09 1.29
H -3.02 5.92 3.32
H -4.11 3.78 3.88
H -3.73 1.79 2.49

The following is a DFT calculation (the ωB97M-V functional and the def2-TZVPD basis) of 9 unconnected molecules or ions with the total composition C44H94Cl8N2O4P.

Summary:
E_tot	-6165.443646	a.u.
molecular weight	1029.844	Da
largest force on an atom	3.403	eV/A
orbital gap	1.4	eV
net charge	+1
LUMO energy	-1.7	eV

Atoms and positions in Å:
C 5.68 5.66 -4.31
C 4.87 4.34 -4.44
C 4.98 3.57 -3.20
C 6.34 2.96 -2.91
P 6.32 1.95 -1.42
C 5.69 3.01 -0.04
C 6.69 4.13 0.36
C 5.81 5.27 1.23
C 5.07 4.60 2.37
C 8.15 1.44 -1.30
C 8.72 0.75 -0.07
C 10.27 0.81 -0.12
C 10.92 -0.02 0.99
C 5.26 0.56 -1.78
C 5.57 -0.43 -3.01
C 4.81 0.05 -4.34
C 5.12 -0.87 -5.62
H 5.44 6.33 -5.14
H 6.75 5.51 -4.41
H 5.55 6.22 -3.38
H 5.23 3.66 -5.21
H 3.81 4.53 -4.61
H 4.31 2.71 -3.29
H 4.59 4.15 -2.36
H 7.01 3.78 -2.67
H 6.77 2.25 -3.61
H 5.39 2.40 0.81
H 4.78 3.57 -0.26
H 7.19 4.66 -0.45
H 7.39 3.58 0.98
H 5.08 5.74 0.58
H 6.54 6.03 1.53
H 5.78 3.96 2.89
H 4.29 3.93 1.99
H 4.56 5.14 3.17
H 8.85 2.22 -1.58
H 8.34 0.84 -2.20
H 8.39 -0.28 0.00
H 8.24 1.23 0.78
H 10.65 1.82 0.05
H 10.66 0.64 -1.12
H 10.72 0.46 1.96
H 11.96 -0.31 0.86
H 10.45 -0.99 1.12
H 4.20 0.79 -1.92
H 5.40 -0.13 -0.95
H 5.12 -1.39 -2.76
H 6.62 -0.63 -3.21
H 5.17 1.07 -4.44
H 3.73 0.04 -4.22
H 6.20 -0.99 -5.63
H 4.71 -0.43 -6.53
H 4.69 -1.88 -5.55
C -7.36 6.99 -7.57
C -7.77 7.65 -6.22
C -7.17 6.88 -5.07
C -7.50 7.59 -3.65
N -6.84 6.92 -2.36
C -7.38 5.50 -2.19
C -8.06 5.51 -0.89
C -7.45 6.66 -0.13
C -7.26 7.70 -1.13
C -5.33 6.92 -2.55
H -7.94 7.33 -8.43
H -7.53 5.91 -7.62
H -6.29 6.99 -7.77
H -8.84 7.82 -6.21
H -7.33 8.65 -6.25
H -6.09 6.98 -5.18
H -7.22 5.79 -5.10
H -8.55 7.57 -3.37
H -7.22 8.64 -3.74
H -6.48 4.90 -2.05
H -7.97 5.11 -3.02
H -7.75 4.58 -0.42
H -9.15 5.62 -0.87
H -6.43 6.47 0.20
H -8.10 7.02 0.67
H -6.49 8.40 -0.82
H -8.13 8.33 -1.28
H -4.97 6.08 -3.14
H -4.92 6.85 -1.55
H -5.05 7.88 -3.00
C -5.35 -9.73 -3.77
C -4.77 -10.39 -2.51
C -3.94 -9.48 -1.54
C -3.55 -10.16 -0.13
N -2.15 -9.96 0.48
C -1.97 -10.63 1.89
C -0.96 -9.77 2.73
C -0.82 -8.44 1.94
C -1.88 -8.41 0.81
C -1.06 -10.44 -0.48
H -6.23 -10.18 -4.24
H -4.71 -9.59 -4.64
H -5.79 -8.78 -3.46
H -4.12 -11.19 -2.87
H -5.49 -10.90 -1.88
H -4.55 -8.63 -1.21
H -3.14 -8.93 -2.03
H -3.86 -11.20 -0.21
H -4.14 -9.80 0.72
H -1.66 -11.61 1.52
H -2.95 -10.60 2.37
H -0.11 -10.46 2.74
H -1.22 -9.40 3.72
H 0.18 -8.39 1.51
H -0.93 -7.55 2.55
H -1.60 -7.84 -0.08
H -2.83 -8.07 1.21
H -0.10 -10.38 0.03
H -1.06 -9.85 -1.39
H -1.28 -11.46 -0.77
O -0.89 1.77 0.61
C -0.96 1.48 1.99
C -0.63 0.02 2.66
O -1.45 -0.48 3.65
H -2.01 1.69 2.22
H -0.43 2.26 2.54
H 0.41 -0.03 2.97
H -0.74 -0.78 1.93
O 5.99 -2.40 6.59
C 5.19 -2.08 7.46
O 4.30 -3.03 7.94
C 3.24 -2.35 8.57
C 3.57 -0.84 8.64
C 5.04 -0.77 8.18
H 3.14 -2.71 9.59
H 2.32 -2.39 7.97
H 3.50 -0.41 9.64
H 2.92 -0.17 8.08
H 5.67 -0.83 9.07
H 5.29 0.05 7.50
C -3.45 3.51 8.59
Cl -3.36 5.31 8.55
Cl -4.40 2.82 9.90
H -3.73 3.13 7.61
H -2.46 3.06 8.68
C -3.16 -0.97 -4.44
Cl -4.24 -0.11 -5.54
Cl -3.13 -2.68 -5.02
H -2.18 -0.49 -4.49
H -3.48 -0.93 -3.40
C -4.49 -3.58 8.99
Cl -3.28 -4.85 9.37
Cl -5.80 -3.74 10.09
H -4.07 -2.58 9.02
H -4.85 -3.80 7.98
C -6.98 -2.47 2.14
Cl -7.21 -4.28 2.40
Cl -8.49 -1.95 1.25
H -6.81 -1.97 3.09
H -6.10 -2.43 1.49